Record 1
The following is a quantum chemistry calculation of a 2-piece molecular cluster, C5H11NO overall, from OMol25.

## Properties
Lowest unoccupied orbital energy, eV: 0.8
HOMO energy, eV: -7.4
Frontier orbital gap, eV: 8.209

Geometry (Å):
C  -3.038  0.963  0.927
C  -1.541  0.825  1.071
C  -0.607  0.704  0.041
C  0.797  0.476  0.044
C  1.216  -0.198  -1.105
N  2.529  -0.112  -1.531
H  -3.345  -0.068  1.165
H  -3.525  1.603  1.720
H  -3.262  1.330  -0.263
H  -1.140  1.013  2.123
H  -1.170  0.605  -0.865
H  1.458  0.673  0.928
H  0.531  -0.378  -1.878
H  3.012  0.591  -1.079
H  2.782  -0.155  -2.525
O  1.503  -2.888  0.237
H  1.401  -1.918  0.386
H  2.398  -3.065  0.602

---

Record 2
The following is a quantum chemistry calculation of a 2-piece molecular cluster, C5H11NO overall, from OMol25.

## Properties
Lowest unoccupied orbital energy, eV: 0.9
HOMO energy, eV: -7.9
Frontier orbital gap, eV: 8.784

Geometry (Å):
C  -0.675  -2.676  -0.204
C  -0.537  -1.436  0.276
C  0.534  -0.500  -0.050
C  0.636  0.767  0.440
C  1.941  1.534  0.388
N  -0.346  1.298  1.255
H  -1.360  -3.425  0.153
H  0.149  -3.005  -0.834
H  -1.013  -1.172  1.223
H  1.428  -0.881  -0.535
H  2.535  1.046  -0.387
H  2.486  1.553  1.320
H  1.718  2.508  -0.057
H  -0.339  2.311  1.278
H  -1.281  0.976  1.117
O  -2.350  0.496  -1.833
H  -2.002  -0.381  -1.623
H  -1.525  0.987  -1.928

---

Record 3
The following is a quantum chemistry calculation of a 2-piece molecular cluster, C5H11NO overall, from OMol25.

## Properties
Lowest unoccupied orbital energy, eV: -3.5
HOMO energy, eV: -6.7
Frontier orbital gap, eV: 3.247

Geometry (Å):
O  1.546  -2.154  -0.621
C  2.359  -1.391  -1.153
C  2.180  -0.740  -2.389
C  -0.789  1.943  0.494
C  -1.526  1.265  1.511
C  -0.744  -0.915  0.659
N  -2.020  -0.185  0.950
H  3.155  -0.903  -0.551
H  2.748  0.126  -2.690
H  1.421  -1.158  -3.043
H  0.269  2.089  0.677
H  -1.273  2.730  -0.070
H  -2.478  1.685  1.832
H  -1.012  0.886  2.389
H  -0.023  -0.124  0.507
H  -0.753  -1.586  -0.192
H  -0.460  -1.439  1.572
H  -2.599  -0.128  0.117

---

Record 4
The following is a quantum chemistry calculation of the molecule C5H11NO, from OMol25.

## Properties
Lowest unoccupied orbital energy, eV: 0.9
HOMO energy, eV: -9.3
Frontier orbital gap, eV: 10.145

Geometry (Å):
C  -0.930  -1.438  -0.423
C  -0.601  0.051  -0.468
C  -1.566  0.858  0.400
N  0.799  0.310  -0.091
C  1.591  -0.662  0.633
C  1.342  1.503  -0.446
O  0.760  2.388  -1.046
H  -0.888  -1.830  0.600
H  -1.948  -1.589  -0.793
H  -0.257  -2.030  -1.051
H  -0.701  0.409  -1.499
H  -1.350  1.923  0.312
H  -2.596  0.686  0.067
H  -1.496  0.558  1.453
H  1.105  -0.970  1.563
H  1.784  -1.556  0.032
H  2.555  -0.213  0.888
H  2.398  1.601  -0.132

---

Record 5
The following is a quantum chemistry calculation of C5H11NO as an isolated structure, from OMol25.

## Properties
Lowest unoccupied orbital energy, eV: 0.9
HOMO energy, eV: -9.6
Frontier orbital gap, eV: 10.535

Geometry (Å):
C  1.203  1.059  0.012
C  0.388  0.139  -0.885
C  1.167  -1.110  -1.302
N  -0.876  -0.387  -0.231
C  -0.898  -0.568  1.407
C  -1.935  0.457  -0.015
O  -1.892  1.661  0.078
H  1.545  0.498  0.886
H  2.090  1.428  -0.512
H  0.602  1.912  0.341
H  0.153  0.703  -1.813
H  0.591  -1.703  -2.021
H  2.144  -0.878  -1.744
H  1.332  -1.726  -0.412
H  -0.532  -1.565  1.532
H  -0.297  0.213  1.879
H  -1.855  -0.520  1.993
H  -2.834  -0.165  0.130

---

Record 6
The following is a quantum chemistry calculation of a 2-piece molecular cluster, C5H11NO overall, from OMol25.

## Properties
Lowest unoccupied orbital energy, eV: 0.9
HOMO energy, eV: -9.4
Frontier orbital gap, eV: 10.327

Geometry (Å):
C  -0.774  -2.080  -0.794
C  -0.132  -0.721  -0.933
N  0.870  -0.270  -0.298
C  1.538  -1.110  0.677
H  -0.883  -2.354  0.262
H  -1.766  -2.089  -1.254
H  -0.168  -2.854  -1.282
H  -0.588  -0.023  -1.641
H  1.055  -0.989  1.656
H  1.537  -2.179  0.426
H  2.574  -0.774  0.777
C  -0.936  2.037  0.763
C  0.158  2.401  -0.214
O  -0.038  2.605  -1.390
H  -1.224  2.931  1.332
H  -1.806  1.663  0.213
H  -0.588  1.285  1.479
H  1.171  2.519  0.221

---

Record 7
The following is a quantum chemistry calculation of C5H11NO as an isolated structure, from OMol25.

## Properties
Lowest unoccupied orbital energy, eV: 0.8
HOMO energy, eV: -9.3
Frontier orbital gap, eV: 10.061

Geometry (Å):
C  1.645  -0.378  0.643
C  0.990  0.329  -0.530
C  -0.866  1.979  0.004
C  -1.274  -0.377  -0.003
C  -0.959  -1.847  -0.296
H  1.606  0.326  1.695
H  3.011  -0.460  0.425
H  1.397  -1.365  0.795
H  1.294  -0.144  -1.224
H  1.507  1.266  -0.658
H  -0.479  2.439  0.827
H  -0.535  2.763  -0.848
H  -2.159  2.040  0.140
H  -0.011  -2.039  -0.926
H  -1.826  -2.491  -0.778
H  -0.486  -2.499  0.581
N  -0.427  0.567  -0.339
O  -2.429  -0.108  0.492

---

Record 8
The following is a quantum chemistry calculation of the molecule C5H11NO, from OMol25.

## Properties
Lowest unoccupied orbital energy, eV: 0.9
HOMO energy, eV: -8.6
Frontier orbital gap, eV: 9.444

Geometry (Å):
C  1.091  1.671  -0.311
C  0.788  0.970  0.986
O  1.593  1.026  1.921
C  -0.542  0.239  1.138
N  -0.792  -0.854  0.185
C  -1.348  -0.433  -1.091
C  0.316  -1.790  0.050
H  1.336  0.942  -1.085
H  0.240  2.286  -0.614
H  1.958  2.325  -0.177
H  -0.558  -0.190  2.148
H  -1.351  0.979  1.118
H  -2.234  0.192  -0.938
H  -1.685  -1.305  -1.664
H  -0.640  0.119  -1.713
H  0.025  -2.644  -0.573
H  1.203  -1.336  -0.405
H  0.598  -2.198  1.027

---

Record 9
The following is a quantum chemistry calculation of a 2-piece molecular cluster, C5H11NO overall, from OMol25.

## Properties
Lowest unoccupied orbital energy, eV: 0.8
HOMO energy, eV: -8.1
Frontier orbital gap, eV: 8.881

Geometry (Å):
C  -2.176  -1.577  0.666
C  -0.950  -1.300  1.163
C  0.081  -0.600  0.314
N  -0.503  0.007  -0.827
C  1.402  -0.778  0.463
C  2.330  -0.027  -0.450
H  -2.288  -2.082  -0.288
H  -3.020  -1.635  1.350
H  -0.634  -1.509  2.180
H  -0.973  -0.570  -1.494
H  -0.119  0.865  -1.178
H  1.662  -1.429  1.296
H  3.377  -0.036  -0.179
H  2.057  1.021  -0.442
H  2.120  -0.280  -1.500
O  -0.401  3.354  -0.453
H  -1.114  3.987  -0.560
H  -0.852  2.590  -0.062

---

Record 10
The following is a quantum chemistry calculation of the molecule C5H11NO, from OMol25.

## Properties
Lowest unoccupied orbital energy, eV: 0.9
HOMO energy, eV: -9.6
Frontier orbital gap, eV: 10.480

Geometry (Å):
C  -0.217  2.636  -1.068
N  0.402  1.402  -0.632
C  -0.314  0.497  0.092
O  -1.371  0.795  0.628
C  0.260  -0.918  0.139
C  0.950  -1.206  1.475
C  -0.888  -1.894  -0.121
H  -1.169  2.422  -1.567
H  0.455  3.134  -1.770
H  -0.420  3.304  -0.227
H  1.238  1.092  -1.098
H  1.005  -1.019  -0.664
H  0.234  -1.123  2.300
H  1.776  -0.510  1.662
H  1.359  -2.223  1.473
H  -0.532  -2.929  -0.124
H  -1.647  -1.777  0.658
H  -1.369  -1.691  -1.084

---

Record 11
The following is a quantum chemistry calculation of the molecule C5H11NO, from OMol25.

## Properties
Lowest unoccupied orbital energy, eV: 1.1
HOMO energy, eV: -9.0
Frontier orbital gap, eV: 10.092

Geometry (Å):
C  -2.000  -0.952  -0.595
C  -1.590  0.104  0.420
N  -0.168  0.004  0.586
C  0.652  0.681  1.522
C  0.808  0.811  -0.044
C  2.050  0.223  -0.693
O  1.824  -0.850  -1.577
H  -3.076  -0.934  -0.777
H  -1.714  -1.944  -0.227
H  -1.473  -0.785  -1.542
H  -1.936  1.107  0.114
H  -2.022  -0.106  1.405
H  0.486  1.631  2.017
H  1.087  -0.058  2.221
H  0.381  1.659  -0.628
H  2.551  1.006  -1.277
H  2.730  -0.055  0.121
H  1.411  -1.543  -1.046

---

Record 12
The following is a quantum chemistry calculation of a 2-piece molecular cluster, C5H11NO overall, from OMol25.

## Properties
Lowest unoccupied orbital energy (alpha / beta), eV: 0.8 / 0.8
HOMO energy (alpha / beta), eV: -7.4 / -7.4
Frontier orbital gap (alpha / beta), eV: 8.198 / 8.199

Geometry (Å):
C  -2.048  0.684  -1.811
C  -1.104  -0.933  1.198
N  -0.134  -0.131  0.892
C  0.641  0.958  1.476
C  0.865  0.345  0.148
C  2.009  -0.372  -0.476
O  2.906  -0.972  0.455
H  -2.733  1.052  -1.041
H  -2.300  -0.354  -2.046
H  -2.151  1.295  -2.711
H  -1.713  -0.708  2.065
H  -1.332  -1.762  0.538
H  0.138  1.923  1.557
H  1.215  0.656  2.360
H  -1.016  0.745  -1.448
H  1.619  -1.112  -1.191
H  2.619  0.337  -1.041
H  2.435  -1.688  0.900

---

Record 13
The following is a quantum chemistry calculation of the molecule C5H11NO, from OMol25.

## Properties
Lowest unoccupied orbital energy, eV: 0.9
HOMO energy, eV: -9.8
Frontier orbital gap, eV: 10.711

Geometry (Å):
C  -2.063  -0.709  1.463
N  -1.713  0.459  1.153
C  -1.358  0.707  -0.242
C  0.013  1.369  -0.309
C  1.167  0.450  0.145
C  1.289  -0.860  -0.672
O  2.596  -1.001  -1.224
H  -2.310  -0.881  2.509
H  -2.090  -1.548  0.765
H  -2.109  1.369  -0.673
H  -1.371  -0.224  -0.820
H  -0.013  2.193  0.403
H  0.218  1.741  -1.315
H  0.971  0.215  1.193
H  2.098  0.971  -0.051
H  0.587  -0.810  -1.512
H  1.040  -1.716  -0.038
H  3.047  -1.725  -0.776

---

Relative energy (zero: lowest compared OMol25 entry of this formula, charge and spin) for every record listed, in sequence, given in kJ/mol: 316.67; 177.34; 801.62; 46.73; 232.09; 180.51; 461.78; 135.84; 299.67; 12.42; 276.30; 463.34; 184.14.
Total energy for every record listed, in sequence, given in eV: -8898.4153; -8899.8594; -8893.3891; -8901.2130; -8899.2919; -8899.8265; -8896.9113; -8900.2895; -8898.5915; -8901.5687; -8898.8337; -8896.8952; -8899.7889.